(1)
9
Properties=species:S:1:pos:R:3 method="wB97M-V/def2-TZVPD" de_lowest_ev=1.024 total_charge=0 e_tot_ev=-15353.5122 homo_ev=-9.84 e_lumo_ev=-0.85
C -0.53210 1.58490 0.41310
C 0.27284 0.48719 0.36201
C -0.06753 -0.79181 -0.28152
O -1.10184 -1.15062 -0.71033
O 1.11530 -1.52159 -0.33175
I 0.99993 -3.24058 -1.34057
H -0.20832 2.55923 0.85671
H -1.58029 1.65717 0.10697
H 1.10199 0.41612 0.92539

(2)
88
Properties=species:S:1:pos:R:3 method="wB97M-V/def2-TZVPD" de_lowest_ev=1.112 total_charge=+1 e_tot_ev=-265060.6076 homo_ev="-10.40 / -10.40" e_lumo_ev="-4.16 / -4.17"
Re -0.30853 0.41714 -0.38912
F 6.72486 2.00683 -2.04832
C 5.61765 1.63035 -1.43175
C 5.67735 1.14979 -0.13463
F 6.84324 1.06533 0.48761
C 4.51040 0.76458 0.50027
F 4.62050 0.32065 1.75121
C 3.26989 0.83411 -0.12390
P 1.79567 0.29217 0.80429
C 2.25698 -1.42437 1.24217
C 1.93966 -2.07212 2.43447
C 2.22102 -3.42142 2.60112
C 2.81568 -4.14357 1.57908
C 3.13971 -3.50763 0.38976
C 2.85651 -2.16250 0.21951
C 1.85257 1.42559 2.24310
C 1.41673 1.12199 3.53098
C 1.38160 2.10031 4.51612
C 1.75893 3.40097 4.22662
C 2.16941 3.72310 2.94064
C 2.21134 2.74611 1.96011
C 3.23626 1.32205 -1.42943
Br 1.64728 1.49976 -2.42573
C 4.39448 1.71728 -2.07626
F 4.36839 2.18654 -3.31828
H 1.48434 -1.55056 3.25653
H 1.98025 -3.90335 3.53909
H 3.03021 -5.19563 1.70937
H 3.61682 -4.05739 -0.41073
H 3.10982 -1.69100 -0.72156
H 1.09003 0.13218 3.79543
H 1.05935 1.83757 5.51491
H 1.73736 4.16002 4.99694
H 2.46527 4.73601 2.70116
H 2.54010 3.01987 0.96384
C 0.44088 -5.39305 -3.31789
C 0.19662 -4.78654 -1.95493
O -1.07119 -4.10390 -1.86863
P -1.38370 -2.62255 -2.37194
S -3.14538 -2.10526 -1.90458
S 0.23465 -1.50325 -1.63471
O -0.99312 -2.72153 -3.90968
C -0.72994 -1.60286 -4.79093
C -1.80780 -0.54594 -4.81151
H 1.32672 -6.02849 -3.27383
H 0.59676 -4.62894 -4.07603
H -0.40759 -6.00647 -3.61889
H 0.99280 -4.09557 -1.66938
H 0.12874 -5.56275 -1.19374
H -0.62124 -2.06829 -5.76824
H 0.23532 -1.18354 -4.49977
H -2.78561 -0.98429 -5.00925
H -1.57407 0.16304 -5.60746
H -1.86761 -0.00405 -3.86937
C -1.27184 -2.79795 1.03992
C -1.53693 -1.51632 1.73858
N -1.22683 -0.28201 1.34104
C -1.68169 0.68119 2.24717
C -2.32689 0.17507 3.31712
S -2.37943 -1.52414 3.20897
C -1.42620 2.06748 1.89570
C -1.76566 3.19402 2.56068
S -1.24618 4.54722 1.67099
C -0.57105 3.55252 0.46983
N -0.76379 2.26940 0.69728
C 0.16859 4.15223 -0.67264
H -0.27377 -2.80810 0.60792
H -1.99093 -2.92701 0.22559
H -1.37391 -3.62857 1.73760
H -2.77009 0.70816 4.14062
H -2.28764 3.28728 3.49721
H 0.27580 5.22582 -0.53080
H -0.37412 3.96253 -1.59895
H 1.15989 3.70891 -0.74834
Br -7.76257 1.21972 1.59440
C -6.17207 1.44357 0.60821
C -6.03483 2.54588 -0.22422
C -4.86486 2.70270 -0.94545
C -3.84043 1.76375 -0.84371
C -4.00443 0.65889 -0.01722
C -5.16682 0.49576 0.71954
C -2.59101 2.01173 -1.61402
O -2.39095 3.04646 -2.20271
O -1.69682 1.01211 -1.63885
H -6.83447 3.26815 -0.30537
H -4.72868 3.55844 -1.59228
H -3.24190 -0.10438 0.01560
H -5.30380 -0.36701 1.35670

(3)
63
Properties=species:S:1:pos:R:3 method="wB97M-V/def2-TZVPD" de_lowest_ev=0.713 total_charge=+1 e_tot_ev=-53128.1656 homo_ev=-11.02 e_lumo_ev=-2.32
Au 1.07227 -2.41947 -0.55544
C -1.04143 -5.27817 -0.63074
P -0.68473 -3.69777 0.20486
C -2.33833 -2.99977 0.50346
C -0.17863 -4.24007 1.86916
H -1.73023 -5.86097 -0.01724
H -0.11273 -5.83177 -0.76314
H -1.48963 -5.09167 -1.60594
H -2.93703 -3.73317 1.05026
H -2.81203 -2.75877 -0.44744
H -2.23443 -2.08587 1.08766
H -0.98923 -4.79447 2.34176
H 0.07077 -3.36327 2.46626
H 0.70347 -4.87467 1.78156
C -3.30053 4.16693 2.14886
C -1.78613 4.32723 2.16746
C -1.13693 3.87463 0.86336
N -1.15213 2.42683 0.76786
C -0.83183 1.64183 -0.25894
S -0.50013 0.03053 0.06606
N -0.73953 2.12353 -1.53454
C -1.47153 3.10243 -2.22554
O -0.99633 3.57743 -3.22554
C -2.83483 3.41143 -1.74154
C -3.66013 2.42953 -1.19664
C -4.97393 2.72963 -0.87904
C -5.47633 4.00323 -1.08684
C -4.65783 4.98393 -1.62854
C -3.35093 4.68993 -1.96884
H -3.71123 4.40293 3.12536
H -3.58253 3.14843 1.89706
H -3.74223 4.84033 1.41906
H -1.35693 3.76343 2.99916
H -1.54423 5.37903 2.32336
H -0.10073 4.23213 0.82226
H -1.68043 4.30503 0.02336
H -1.17193 1.94263 1.65626
H -0.04543 1.66953 -2.11994
H -3.29373 1.42283 -1.04894
H -5.61173 1.96313 -0.46474
H -6.50293 4.23053 -0.83524
H -5.04183 5.98033 -1.78794
H -2.70843 5.44263 -2.40344
C 3.72667 -3.43767 0.22156
C 5.24677 -3.43717 0.49266
N 5.81177 -2.16857 0.07856
C 5.58997 -1.98967 -1.34444
C 4.07237 -1.96747 -1.64854
N 3.31647 -2.15207 -0.39374
C 3.67167 -1.04227 0.51616
C 5.18817 -1.08897 0.82076
H 3.15487 -3.56507 1.14336
H 3.44217 -4.23827 -0.46354
H 5.75107 -4.23127 -0.06134
H 5.46137 -3.58407 1.55226
H 6.08437 -2.81147 -1.86564
H 6.07287 -1.06197 -1.65354
H 3.79087 -2.76327 -2.34004
H 3.76777 -1.01477 -2.08584
H 3.07097 -1.13287 1.42346
H 3.38897 -0.10967 0.02396
H 5.37417 -1.25967 1.88256
H 5.68217 -0.15617 0.54316

(4)
96
Properties=species:S:1:pos:R:3 method="wB97M-V/def2-TZVPD" de_lowest_ev=1.699 total_charge=0 e_tot_ev=-104177.8306 homo_ev="-7.19 / -6.28" e_lumo_ev="-2.32 / -3.11"
Sn -1.27027 0.09728 1.00898
C 2.01575 -0.11348 -1.25434
C 1.43192 -1.31264 -1.74006
C 0.43900 -0.94914 -2.69850
Si 1.99266 -2.97810 -1.13069
C 0.43620 0.46312 -2.81688
C 1.42741 0.98527 -1.93317
Si 1.98081 2.73138 -1.60910
H 2.79286 -0.04783 -0.48828
H -0.18865 -1.64833 -3.24243
H -0.19498 1.05943 -3.46931
Cl -2.82767 0.22493 2.81562
C 3.83333 2.83445 -1.43843
C 1.47707 3.79219 -3.06074
C 3.84548 -3.04354 -0.94690
C 1.48809 -4.26848 -2.38166
H 2.09725 3.48394 -3.91679
H 1.69166 4.84925 -2.85046
H 0.42562 3.69215 -3.35445
H 4.16517 2.50963 -0.44413
H 4.15768 3.87313 -1.59518
H 4.31627 2.20188 -2.19537
H 2.07341 -4.08159 -3.29516
H 0.42571 -4.25213 -2.65174
H 1.74785 -5.27013 -2.01094
H 4.32562 -2.55261 -1.80410
H 4.17252 -4.09280 -0.91854
H 4.17699 -2.54761 -0.02570
C 1.19620 3.16352 0.06673
C 1.21333 -3.13572 0.59275
P -0.58699 2.85008 0.41085
H 1.43880 4.22354 0.23837
H 1.73764 2.57971 0.83572
P -0.56242 -2.73547 0.88496
H 1.76998 -2.45138 1.26056
H 1.43619 -4.16114 0.92573
C -0.95584 -3.69724 2.45172
C -1.41614 -3.73358 -0.45982
C -1.42171 3.60784 -1.09229
C -0.98483 4.07304 1.77836
C -0.98534 3.38202 3.14467
H -2.01658 4.38875 1.54771
C -0.07848 5.30518 1.83193
H 0.94428 5.02254 2.11108
H -0.46130 5.97832 2.61024
H -0.04687 5.87388 0.89653
H -1.62300 2.49170 3.15649
H -1.36501 4.08337 3.90145
H 0.02861 3.08737 3.44056
H -0.96958 3.06114 -1.93523
C -1.17809 5.10890 -1.27357
C -2.92859 3.32549 -1.07027
H -0.12547 5.37504 -1.42320
H -1.58026 5.68582 -0.43134
H -1.72132 5.43600 -2.17179
H -3.15421 2.30367 -1.39205
H -3.43203 4.01427 -1.76200
H -3.36379 3.47668 -0.06929
H -0.97046 -3.34324 -1.38890
C -2.92022 -3.43658 -0.46906
C -1.18576 -5.24518 -0.38236
H -0.13620 -5.54176 -0.49138
H -1.73825 -5.71801 -1.20704
H -1.58617 -5.66480 0.54917
H -3.14066 -2.47807 -0.95018
H -3.34428 -3.41863 0.54810
H -3.43864 -4.22289 -1.03435
C -0.91632 -2.77587 3.67181
C -0.07234 -4.92005 2.70550
H -1.99731 -4.02365 2.29533
H 0.96000 -4.61690 2.92164
H -0.06528 -5.64041 1.88074
H -0.45836 -5.44219 3.59086
H 0.10689 -2.44697 3.89160
H -1.28727 -3.32042 4.55175
H -1.54396 -1.88875 3.53423
C -3.20948 -0.00255 -0.23013
H -2.93457 -0.09283 -1.28811
H -3.77246 -0.87839 0.10968
H -3.78005 0.91265 -0.04382
O 4.19471 1.70848 5.03728
S 3.50711 0.44588 4.88776
O 4.23094 -0.76775 5.15337
N 2.64434 0.36805 3.48084
C 1.32369 0.33796 3.64380
O 0.49072 0.24728 2.67346
C 0.91271 0.41715 5.07430
C -0.36410 0.43178 5.65508
C -0.47814 0.48997 7.04882
C 0.67182 0.54056 7.85423
C 1.94745 0.53567 7.26725
C 2.03021 0.47386 5.88171
H -1.23017 0.39645 4.99354
H -1.46215 0.49935 7.52122
H 0.57277 0.58695 8.93848
H 2.86321 0.57663 7.85657

(5)
26
Properties=species:S:1:pos:R:3 method="wB97M-V/def2-TZVPD" spin_multiplicity=3 total_charge=0 e_tot_ev=-88150.9190 homo_ev="-5.51 / -9.84" e_lumo_ev="0.69 / -1.34"
C 2.43500 0.40713 0.01745
C 0.94366 -0.27973 -1.92311
C 0.51633 1.83416 -0.64775
C -1.12662 0.50394 2.17464
C 0.12852 -2.31717 1.29864
C -2.83902 -0.14992 -1.00996
C 0.97136 0.36545 -0.46965
F -2.85114 1.06409 -1.58732
Si -0.21048 -0.43265 0.87654
Br -4.09948 -0.27046 0.47803
H 2.83372 -0.57859 0.21186
H 2.95686 0.78001 -0.96997
H 2.60425 1.00345 0.83309
H 0.14311 -0.01756 -2.55766
H 0.96938 -1.31900 -1.70408
H 1.90662 -0.12052 -2.47146
H -0.08574 1.90979 -1.60320
H -0.00596 2.06869 0.24727
H 1.31923 2.60221 -0.87312
H -1.52314 1.38328 1.82507
H -1.89294 -0.04267 2.59404
H -0.37722 0.75956 2.87690
H 1.16216 -2.75221 1.24115
H -0.16002 -2.62197 2.26466
H -0.55253 -2.90714 0.63234
H -3.16592 -0.87217 -1.75438

(6)
77
Properties=species:S:1:pos:R:3 method="wB97M-V/def2-TZVPD" total_charge=+1 e_tot_ev=-128544.2894 homo_ev=-8.67 e_lumo_ev=-6.47
C 5.22027 -0.21133 1.77703
C 4.30662 -0.67299 0.52556
C 4.44776 -0.34234 -0.77036
P 5.77979 0.73988 -1.48126
S 5.62250 2.51451 -0.67799
C 3.33432 -0.98389 -1.60724
O 3.17020 -0.85635 -2.78934
O 2.48927 -1.73543 -0.67986
C 3.01682 -1.64585 0.56507
O 2.66492 -2.22462 1.56361
H 5.25593 -1.04894 2.56675
H 6.26771 -0.04931 1.48193
H 4.77545 0.71879 2.33180
H 5.64406 0.74050 -2.89093
H 7.04540 0.22437 -1.09752
K 0.90963 -2.51592 -2.26192
C -2.16150 -1.67148 -0.08107
Si -2.72743 -0.98020 1.58376
C -1.15204 -0.64274 2.55929
C -3.71999 -2.33675 2.43362
N -3.64542 0.41305 1.32379
Si -4.34057 1.34851 2.60359
C -3.04555 2.07507 3.76323
C -5.58168 0.37218 3.62623
C -5.27015 2.79435 1.84805
H -1.55914 -2.58363 0.06991
H -3.01170 -1.92500 -0.71539
H -1.54691 -0.93796 -0.59728
H -0.48439 -1.51212 2.50219
H -1.35071 -0.45338 3.61478
H -0.62427 0.21769 2.14203
H -4.68575 -2.47471 1.94613
H -3.89071 -2.12291 3.48947
H -3.16234 -3.29536 2.37962
H -2.60042 1.31290 4.40736
H -3.50513 2.82333 4.41378
H -2.24781 2.56429 3.19971
H -6.29109 -0.15195 2.98359
H -6.14769 1.04992 4.27014
H -5.09098 -0.35832 4.27332
H -6.06523 2.44042 1.18962
H -4.59549 3.42781 1.26862
H -5.72223 3.40537 2.63356
Be 2.41346 1.11985 -0.85807
C -3.31535 -0.18102 -4.64580
Cl -3.05344 1.52401 -4.31801
Cl -2.16470 -1.20224 -3.74228
H -4.32069 -0.44496 -4.33492
H -3.18350 -0.36471 -5.70771
O 0.01148 1.33825 -5.43607
P -0.21738 0.59669 -6.74943
O 0.59045 1.27663 -7.84787
O -1.70784 0.58767 -7.07847
O 0.25831 -0.83898 -6.59910
Cs 3.12398 0.45225 2.92450
O -1.94514 -5.20188 2.99210
H -1.11824 -4.77342 2.73008
C -1.29417 0.28376 8.23739
C -0.14881 -0.55732 7.70931
O 0.70078 0.22085 6.85943
H -1.88217 0.68947 7.41259
H -1.94905 -0.30684 8.87895
H -0.91711 1.13386 8.81098
H -0.52747 -1.39192 7.12032
H 0.44866 -0.95898 8.53284
H 1.04282 0.95211 7.38355
Be -2.84134 -5.09949 1.44191
N 3.51752 1.76739 -8.49375
C 4.11987 0.54891 -8.59484
C 5.46041 0.71433 -8.34690
C 5.67003 2.09233 -8.07965
C 4.44934 2.71284 -8.17601
H 2.53124 1.93960 -8.62988
H 3.54604 -0.33018 -8.83513
H 6.20486 -0.06579 -8.35586
H 6.60604 2.57331 -7.84421
H 4.16675 3.74415 -8.04692

(7)
91
Properties=species:S:1:pos:R:3 method="wB97M-V/def2-TZVPD" de_lowest_ev=5.373 total_charge=+1 e_tot_ev=-123421.0030 homo_ev="-8.06 / -8.07" e_lumo_ev="-3.02 / -3.02"
Ni 0.37107 -0.79319 -0.46880
C 0.45734 0.68868 -5.60278
C 0.26757 -0.66345 -5.02533
N -0.01822 -1.73946 -5.68184
N -0.14260 -2.70428 -4.71928
C 0.05203 -2.26466 -3.46858
S -0.04238 -3.06970 -2.01552
N 0.32983 -0.93629 -3.67160
N 0.58172 -0.06575 -2.62195
H 0.77227 0.59660 -6.63881
H 1.20477 1.25376 -5.04746
H -0.48080 1.24601 -5.58064
H -0.39179 -3.64489 -4.97172
H -0.09018 0.70910 -2.61596
H 1.52697 0.29977 -2.67641
C -4.35947 3.84391 -1.72111
C -3.07798 3.30045 -2.35481
C -3.39147 2.61677 -3.67624
C -2.08993 4.44300 -2.57390
Sb -2.02902 1.96566 -0.93874
C -3.14556 0.06017 -0.86047
C -4.56944 0.29692 -0.35970
C -2.38264 -0.79780 0.14273
C -3.16895 -0.63472 -2.21485
C -1.47094 3.67017 1.91211
C -2.67507 4.50729 1.64428
C -1.58190 2.53352 2.85500
C -0.14530 4.24073 1.58901
H -4.86471 4.52599 -2.41670
H -4.14634 4.40381 -0.80917
H -5.06312 3.04984 -1.47358
H -3.71421 3.36531 -4.40984
H -4.19901 1.89214 -3.57479
H -2.51759 2.10510 -4.08937
H -2.52746 5.19630 -3.23908
H -1.16051 4.09325 -3.02912
H -1.83428 4.94008 -1.63376
H -4.57864 0.75630 0.63086
H -5.10658 -0.65775 -0.29299
H -5.13319 0.93585 -1.04008
H -2.30186 -0.32340 1.12388
H -1.35920 -1.05330 -0.21134
H -2.88918 -1.76188 0.27254
H -3.65026 -0.03452 -2.98417
H -3.72744 -1.57523 -2.13279
H -2.16026 -0.89399 -2.54287
H -3.56703 3.90421 1.51209
H -2.53890 5.13126 0.76287
H -2.86532 5.18642 2.49292
H -2.52434 2.00460 2.73394
H -1.53978 2.88509 3.89965
H -0.76580 1.82374 2.72538
H -0.08110 4.51266 0.53392
H 0.66499 3.55164 1.82483
H 0.02734 5.16471 2.15809
N 1.41900 0.89925 0.35979
H 1.37631 1.75163 -0.19090
H 2.37085 0.77367 0.68577
H 0.83301 1.06037 1.17435
C 2.92476 -4.47660 -0.15550
N 3.09076 -4.05643 1.23163
C 4.06063 -4.53930 2.09704
C 3.91018 -3.89177 3.26914
N 2.85352 -3.01837 3.09258
C 2.35650 -3.12743 1.85248
S 1.05519 -2.12344 1.05209
H 3.08959 -5.54881 -0.22438
H 3.63533 -3.95632 -0.79571
H 1.91776 -4.24610 -0.49409
H 4.75451 -5.30536 1.80245
H 4.44005 -3.98453 4.19882
H 2.44658 -2.39684 3.77608
C -1.96872 4.38911 9.18591
C -1.44855 3.47283 8.11249
O -1.16771 3.81273 6.99796
S -1.31500 1.77059 8.68801
C -0.81414 0.97553 7.19000
C 0.40443 1.29260 6.60034
C 0.76805 0.69441 5.40909
C -0.07537 -0.23802 4.80259
C -1.28728 -0.56726 5.41065
C -1.65581 0.04058 6.59864
C 0.30218 -0.87394 3.57261
C 0.61641 -1.41788 2.54107
H -1.42080 5.32884 9.15438
H -1.88982 3.93950 10.17373
H -3.01868 4.59843 8.97661
H 1.05782 2.01532 7.06870
H 1.70966 0.95007 4.94016
H -1.93930 -1.28925 4.93800
H -2.60023 -0.20194 7.06692